(1)
61
Properties=species:S:1:pos:R:3:forces:R:3 method="wB97M-V/def2-TZVPD" smiles="CC(C)(C)c1cc(CCC(=O)NC[C@@H]2CCCO2)cc(C(C)(C)C)c1O" max_force_ev_per_a=0.65 relative_energy_kcal_mol=5.4 homo_energy_ha=-0.2990 homo_lumo_gap_ha=0.321
C -3.052326 -2.980577 1.526169 0.0586 -0.0124 -0.1176
H -2.207647 -2.753166 2.173436 0.0554 0.0178 0.0803
H -3.316500 -4.027790 1.663511 -0.0389 -0.1169 0.0304
H -3.888791 -2.370247 1.857630 -0.0853 0.0458 0.0477
C -2.661360 -2.721405 0.059270 0.0549 -0.0711 0.1146
C -2.358132 -1.229138 -0.119216 -0.0781 -0.0984 0.0487
C -1.069604 -0.793083 -0.396850 -0.0780 0.2259 -0.0150
C -0.767164 0.549408 -0.533229 0.0907 0.0010 -0.1387
C -1.776372 1.484236 -0.372679 0.0673 -0.2535 -0.0099
C -3.082527 1.113239 -0.100726 -0.2114 -0.0736 0.0636
C -3.363531 -0.259115 0.017634 0.4899 0.0857 -0.1030
O -4.657988 -0.616913 0.272018 -0.1274 -0.2215 0.0254
H -4.739550 -1.573396 0.213335 -0.0481 0.0677 -0.0148
C -4.183729 2.155470 0.062018 -0.1848 0.1251 0.0172
C -4.798272 2.037687 1.463501 0.0060 -0.0531 -0.1040
H -5.252353 1.063603 1.607519 -0.0466 -0.0209 0.0940
H -5.564398 2.798203 1.598679 -0.0884 0.1213 0.0277
H -4.030325 2.180699 2.221231 0.0590 0.0420 0.1155
C -3.662109 3.588117 -0.094002 -0.0384 -0.2589 0.0166
H -3.244929 3.752252 -1.084896 0.0906 0.0684 -0.0980
H -2.909385 3.819412 0.656008 0.1223 0.0754 0.0544
H -4.489226 4.282872 0.038512 -0.0773 0.0405 0.0130
C -5.260377 1.936304 -1.010090 0.0343 -0.0433 0.0986
H -4.817234 1.995040 -2.002475 0.0126 0.0305 -0.1277
H -5.730820 0.966009 -0.894819 -0.0673 -0.0249 -0.0690
H -6.028120 2.702669 -0.927743 -0.0939 0.1238 -0.0034
H -1.516674 2.524120 -0.473366 -0.0228 0.1974 -0.0186
C 0.643129 0.994746 -0.801337 -0.0550 -0.0420 0.2585
H 1.174904 0.234630 -1.377797 -0.0138 0.0526 -0.0604
H 0.638105 1.920531 -1.379570 0.0495 -0.0247 -0.0603
C 1.386431 1.247348 0.521297 0.0912 0.2262 -0.1666
C 2.780643 1.777238 0.244168 -0.3545 -0.2972 0.1115
O 3.083147 2.948277 0.343216 0.0098 0.4297 0.0656
N 3.645431 0.832869 -0.194773 0.3050 -0.4085 -0.0853
H 3.400926 -0.143673 -0.141228 -0.1345 0.0849 0.0333
C 5.039034 1.108471 -0.436130 0.2619 -0.1158 0.2830
H 5.298616 0.810352 -1.457590 0.0976 0.0758 0.0390
H 5.178379 2.185210 -0.319284 0.0355 -0.1107 -0.0524
C 5.921053 0.340887 0.561916 -0.0999 0.6242 -0.1331
C 7.417332 0.535646 0.287195 -0.1740 -0.1756 0.0410
H 7.979071 0.502759 1.220859 0.0196 0.0503 0.0023
C 7.754990 -0.679201 -0.575124 -0.1939 -0.0876 0.0867
H 7.496828 -0.491672 -1.617693 0.0285 -0.0237 -0.0377
C 6.828591 -1.736028 0.021070 0.3397 -0.2636 -0.0667
H 7.297228 -2.212778 0.893921 -0.0281 0.0059 -0.1072
O 5.656936 -1.055045 0.433019 -0.2472 0.0590 -0.0142
H 6.538538 -2.513268 -0.689777 0.0639 0.0275 0.0678
H 8.801681 -0.966996 -0.516415 0.0497 -0.0138 -0.0509
H 7.616308 1.481390 -0.210749 0.0414 0.0812 0.0200
H 5.642824 0.647651 1.578266 0.0362 -0.0209 -0.1280
H 1.438327 0.322475 1.098811 -0.0348 -0.0299 0.0354
H 0.844009 1.994510 1.101156 0.0837 -0.0413 0.0261
H -0.269405 -1.503149 -0.519745 0.0943 -0.1560 -0.0257
C -3.783311 -3.182944 -0.906531 0.1366 0.0476 -0.0481
H -3.511916 -4.129983 -1.368064 -0.0595 -0.0919 0.0021
H -3.932103 -2.464348 -1.710714 -0.0735 0.0121 -0.0569
H -4.732950 -3.351965 -0.398050 -0.1538 -0.0028 0.0205
C -1.433315 -3.596321 -0.226242 -0.1489 0.1680 0.0529
H -0.615832 -3.368809 0.453234 0.1244 0.0252 0.0274
H -1.700025 -4.641621 -0.079715 -0.0436 -0.0676 -0.0002
H -1.094179 -3.471702 -1.251981 0.0918 -0.0164 -0.1080

(2)
65
Properties=species:S:1:pos:R:3:forces:R:3 method="wB97M-V/def2-TZVPD" max_force_ev_per_a=8.31 relative_energy_kcal_mol=58.7 homo_energy_ha=-0.2086 homo_lumo_gap_ha=0.215
P 0.303306 -1.944348 0.318402 0.4947 -2.0550 -3.4829
P 0.015606 1.137652 0.420102 -0.2159 2.4395 -2.4378
C -0.064994 -1.065248 -1.280698 -0.0435 -0.1424 0.2964
C 0.472906 0.373352 -1.214798 0.0727 -0.3145 0.6230
H -1.156794 -1.054248 -1.384698 0.1405 -0.0162 0.0048
H 0.343006 -1.609748 -2.140498 -0.0137 0.0688 0.1370
H 1.568806 0.367552 -1.259698 -0.1500 0.0264 0.0305
H 0.111606 0.978452 -2.054798 -0.0589 -0.0100 0.2465
C -1.631294 1.886552 0.086802 -0.0128 0.1632 -0.0999
H -1.902094 2.524352 0.933202 0.0068 -0.0626 -0.0625
H -2.379794 1.092952 0.011602 0.1705 0.0686 0.0253
H -1.632694 2.481152 -0.833498 0.0239 0.0400 0.1292
C 1.096406 2.618852 0.506702 -0.0681 -0.0455 0.0913
H 1.054706 3.213252 -0.412498 -0.1240 -0.1318 0.0529
H 2.125606 2.299252 0.691202 -0.1733 0.0124 0.0241
H 0.775806 3.235052 1.351702 0.1060 -0.1060 -0.0632
C -0.771694 -3.429948 0.235902 -0.0625 0.0768 -0.1828
H -0.539094 -4.150748 1.027302 -0.0027 0.2236 -0.1227
H -0.649394 -3.905048 -0.741198 0.0605 -0.1168 0.0784
H -1.813894 -3.111748 0.330402 0.1553 -0.0257 0.1041
C 1.971006 -2.664148 0.027102 -0.0229 -0.2135 -0.1555
H 2.719206 -1.867548 0.063002 -0.1806 -0.0665 0.0071
H 2.031506 -3.181648 -0.936898 0.0039 -0.0636 0.1303
H 2.192406 -3.369048 0.833602 0.0208 0.0562 -0.0644
Sn 0.108306 -0.462648 2.025102 0.2983 -1.0221 2.7433
C 0.684106 1.301952 -5.253698 -0.3575 -0.0145 0.1306
C -0.630694 1.343552 -5.007398 0.3835 -0.0181 -0.0303
C -1.754194 0.522452 -5.583798 -0.0296 -0.1363 -0.1087
C -1.377194 -0.798448 -6.290398 -0.0119 0.1621 0.0120
C -0.655294 -1.768148 -5.385898 0.3579 -0.0037 0.1434
C 0.648806 -1.828348 -5.091198 -0.3925 0.0221 -0.0625
C 1.793106 -0.971348 -5.565498 0.0272 0.1406 -0.0970
C 1.442606 0.395752 -6.193398 0.0184 -0.1586 -0.0007
C 0.147906 -1.952948 3.529002 -0.1525 -1.1935 0.8481
H 1.306006 1.992252 -4.683498 -0.0865 -0.0538 -0.0625
H -0.962394 2.081352 -4.275598 0.0523 -0.0542 -0.0932
H -2.331194 1.146752 -6.284098 0.1056 -0.0959 0.1296
H -2.448294 0.290252 -4.763798 0.0914 0.0298 -0.1016
H -2.308494 -1.267548 -6.628998 0.1411 0.0628 0.0460
H -0.800794 -0.588648 -7.193298 -0.1204 -0.0667 0.1245
H -1.298394 -2.495148 -4.889598 0.0936 0.0633 -0.0520
H 0.952106 -2.614848 -4.398998 -0.0497 0.0560 -0.0965
H 2.397606 -1.546848 -6.284098 -0.1084 0.0877 0.1314
H 2.454406 -0.797448 -4.704998 -0.0804 -0.0188 -0.1009
H 2.386106 0.885852 -6.461398 -0.1451 -0.0669 0.0354
H 0.902906 0.249652 -7.130898 0.1148 0.0574 0.1344
H 0.811506 -1.647748 4.345602 -0.0118 -0.0404 -0.3212
H 0.465406 -2.945148 3.183002 -0.0286 0.0892 -0.0223
H -0.866694 -2.049148 3.939602 0.2310 -0.0200 -0.1248
O -2.243694 0.103952 4.153202 -0.5430 0.2485 0.2018
C -1.208594 0.641752 4.512502 -0.2429 -1.1081 -1.3560
N -0.101294 0.692852 3.725302 0.4830 3.3574 3.5425
S 1.232106 1.453252 4.578802 1.7188 -1.8835 -7.9096
O 2.342806 0.409752 4.389902 -2.6987 3.0358 2.3462
O 1.501006 2.663352 3.676602 -0.6137 -2.0579 3.8580
C 0.295606 1.598952 6.076602 0.4568 0.5513 1.3328
C 0.727406 2.054952 7.320402 -0.2856 -0.0653 0.1380
C -0.184894 2.048252 8.387902 -0.2580 -0.2545 -0.7159
C -1.502994 1.592052 8.194502 0.6025 0.0086 -0.6919
C -1.918194 1.137452 6.932302 0.5998 0.2616 0.3128
C -0.999694 1.149152 5.878702 0.1760 0.2638 0.6725
H 1.745206 2.392552 7.463702 -0.0127 0.0091 0.0220
H 0.129006 2.386552 9.366802 0.0223 0.0047 -0.0549
H -2.196394 1.579052 9.025602 0.0282 0.0158 -0.0254
H -2.924794 0.765752 6.787702 0.1003 -0.0001 -0.1866

(3)
72
Properties=species:S:1:pos:R:3:forces:R:3 method="wB97M-V/def2-TZVPD" max_force_ev_per_a=4.51 charge=+1 relative_energy_kcal_mol=58.6 homo_energy_ha="-0.3209 / -0.3325" homo_lumo_gap_ha="0.186 / 0.206"
Ir -0.985752 0.029753 -0.497744 0.7659 1.1007 0.4920
O -5.568353 0.322129 0.200920 0.4740 -0.7207 -0.3812
C -4.479871 0.590266 0.503833 -0.6720 2.0131 0.9279
O -3.474720 1.051813 0.870948 -0.5790 -0.7006 -0.0192
C -3.346581 -1.852463 -0.177972 2.8266 -3.2664 -1.2930
O -4.294884 -2.510446 -0.314501 -0.8822 1.6494 0.5936
O -2.137273 -1.806625 -0.204653 -1.7202 0.9351 0.4646
C 1.089032 -0.753521 2.910578 -0.0569 -0.0842 -0.0024
Te -0.570317 0.316746 2.068945 -0.1835 0.1500 -0.7638
C -1.696513 -1.247660 2.991553 0.0389 0.0468 -0.0078
C -0.867267 -1.631508 4.191019 -0.0210 -0.0320 0.0259
C -1.430265 -2.211936 5.321279 0.0279 -0.0219 -0.0025
C -0.632847 -2.550071 6.403943 -0.0234 -0.0062 0.0158
C 0.732054 -2.302504 6.366692 0.0163 0.0152 -0.0099
C 1.299492 -1.716345 5.245306 -0.0393 -0.0315 0.0323
C 0.506497 -1.381463 4.154269 0.0618 -0.0051 -0.0563
H 1.900399 -0.062197 3.129273 -0.0131 0.0106 0.0070
H 1.450143 -1.507094 2.211548 0.0141 0.0028 -0.0565
H -1.816676 -2.067768 2.283810 0.0196 -0.0452 0.0557
H -2.682486 -0.873453 3.260346 0.0008 -0.0058 0.0625
H -2.497635 -2.393174 5.356589 -0.0022 -0.0035 0.0030
H -1.079121 -2.995663 7.282919 0.0000 0.0009 0.0011
H 1.352636 -2.553480 7.216479 -0.0013 -0.0021 0.0016
H 2.362569 -1.509006 5.221989 -0.0004 -0.0010 -0.0079
N -2.014371 -0.176531 -4.593378 -0.0286 0.0122 -0.0308
C -3.240229 0.235865 -4.131706 -0.0410 -0.0502 -0.0227
C -3.095673 0.380407 -2.789365 0.0154 -0.0353 -0.0708
N -1.799986 0.061310 -2.439206 0.0444 -0.1343 0.1277
C -1.174820 -0.275220 -3.547012 -0.0181 -0.0120 0.0056
H -1.783298 -0.395226 -5.547307 0.0045 0.0272 -0.0028
H -4.087674 0.376655 -4.777480 0.0089 0.0084 -0.0111
H -3.827976 0.685773 -2.064713 0.0302 0.0838 -0.0345
H -0.155691 -0.616486 -3.594216 0.0062 0.0021 0.0135
C 1.648229 -4.174019 -2.322953 0.0644 -0.1222 0.0991
As 1.304450 -2.845778 -0.980591 -0.0112 0.3225 -0.4380
C 3.019258 -2.301866 -0.302399 -0.0125 -0.0718 0.0958
C 0.292079 -3.718738 0.394085 -0.0312 0.0197 0.0415
O 0.520666 -1.544895 -1.656061 0.3260 -0.8103 -0.1718
H 2.277554 -4.967663 -1.921490 -0.0060 -0.0287 -0.0318
H 2.150694 -3.695189 -3.160959 -0.0006 0.0129 0.0108
H 0.700074 -4.591343 -2.656269 -0.0020 0.0080 -0.0098
H 3.479641 -3.093129 0.287478 0.0112 0.0098 0.0090
H 2.892410 -1.406795 0.303947 -0.0245 -0.0006 0.0110
H 3.654412 -2.067571 -1.155495 -0.0088 0.0002 -0.0023
H 0.883386 -4.512168 0.848846 -0.0286 0.0018 0.0252
H -0.604004 -4.131654 -0.066157 0.0344 -0.0566 -0.0059
H -0.011786 -2.990032 1.141789 0.0712 0.0279 0.0551
C 3.301244 1.841996 -2.221052 -0.0122 0.0060 0.0042
C 1.950432 1.209652 -2.466502 0.0291 -0.0219 0.0726
O 0.904598 2.145814 -2.138656 0.0156 0.0333 -0.1596
P -0.009030 1.950131 -0.833353 -0.7271 -0.6209 0.3781
O 0.896667 2.407291 0.400410 0.2023 0.0955 -0.0062
C 1.504022 3.722530 0.453983 -0.0684 -0.0463 0.0207
C 2.629824 3.673428 1.456205 -0.0057 0.0184 0.0035
O -0.944186 3.227333 -1.005352 0.0814 0.3237 -0.0934
C -1.636422 3.543330 -2.229838 0.0730 -0.0453 0.0885
C -1.212812 4.915030 -2.696089 -0.0255 -0.0042 -0.0237
H 4.096444 1.147441 -2.496623 -0.0003 -0.0011 -0.0098
H 3.420801 2.096341 -1.167162 0.0108 -0.0115 0.0021
H 3.419154 2.748835 -2.814021 0.0069 0.0075 0.0094
H 1.813422 0.293107 -1.890572 -0.0410 -0.0026 0.0026
H 1.821512 0.960406 -3.521101 0.0064 0.0332 -0.0159
H 0.732715 4.432453 0.750385 -0.0009 0.0101 -0.0106
H 1.858032 3.989552 -0.542961 0.0101 0.0125 0.0025
H 2.261559 3.336428 2.425475 0.0015 0.0058 0.0040
H 3.055896 4.669028 1.580995 0.0122 -0.0025 -0.0024
H 3.422080 2.999463 1.128978 -0.0078 -0.0118 0.0039
H -2.702605 3.506473 -2.005040 -0.0154 -0.0025 -0.0080
H -1.414077 2.789271 -2.986608 -0.0099 -0.0022 -0.0067
H -1.423201 5.660736 -1.930138 0.0082 0.0016 0.0022
H -1.759802 5.186216 -3.600122 0.0023 0.0122 -0.0034
H -0.145879 4.927676 -2.917999 -0.0009 0.0000 0.0013